{"formula": "C56H45AsF3NO4P2Ru", "method": "the ωB97M-V functional and the def2-TZVPD basis", "symbols": ["Ru", "O", "C", "O", "C", "C", "C", "C", "C", "C", "C", "C", "C", "N", "H", "H", "H", "H", "H", "H", "C", "C", "C", "C", "C", "C", "P", "C", "C", "C", "C", "C", "C", "C", "C", "C", "C", "C", "C", "H", "H", "H", "H", "H", "H", "H", "H", "H", "H", "H", "H", "H", "H", "H", "C", "C", "As", "C", "C", "C", "C", "C", "C", "C", "C", "C", "C", "C", "C", "P", "C", "C", "C", "C", "C", "C", "C", "C", "C", "C", "C", "C", "H", "H", "H", "H", "H", "H", "H", "H", "H", "H", "H", "H", "H", "H", "H", "H", "H", "H", "H", "H", "H", "H", "H", "H", "F", "C", "F", "F", "C", "O", "O"], "xyz": [[0.971, 1.440, 0.497], [2.091, 5.071, 1.929], [1.831, 3.903, 1.815], [2.086, 3.144, 0.768], [1.149, 3.159, 2.927], [1.207, 3.601, 4.257], [0.641, 2.827, 5.222], [-0.011, 1.617, 4.876], [-0.559, 0.732, 5.839], [-1.173, -0.422, 5.449], [-1.304, -0.728, 4.074], [-0.798, 0.116, 3.130], [-0.106, 1.281, 3.518], [0.500, 2.071, 2.570], [1.714, 4.533, 4.461], [0.681, 3.123, 6.263], [-0.469, 0.985, 6.889], [-1.565, -1.108, 6.189], [-1.816, -1.631, 3.770], [-0.911, -0.109, 2.077], [-3.387, 1.723, -4.573], [-2.100, 1.303, -4.880], [-1.066, 1.533, -3.986], [-1.306, 2.202, -2.781], [-2.603, 2.609, -2.473], [-3.636, 2.370, -3.371], [0.125, 2.513, -1.684], [-0.364, 3.972, -0.710], [0.099, 5.262, -0.959], [-0.315, 6.308, -0.151], [-1.182, 6.080, 0.912], [-1.634, 4.797, 1.178], [-1.223, 3.747, 0.367], [1.486, 2.964, -2.765], [1.263, 3.847, -3.827], [2.315, 4.218, -4.643], [3.587, 3.700, -4.416], [3.808, 2.810, -3.377], [2.756, 2.436, -2.548], [-4.195, 1.553, -5.273], [-1.900, 0.801, -5.818], [-0.060, 1.221, -4.238], [-2.817, 3.128, -1.551], [-4.639, 2.699, -3.130], [0.805, 5.444, -1.758], [0.054, 7.308, -0.340], [-1.498, 6.904, 1.539], [-2.300, 4.611, 2.012], [-1.602, 2.748, 0.566], [0.270, 4.238, -4.017], [2.145, 4.910, -5.457], [4.408, 3.996, -5.056], [4.794, 2.399, -3.203], [2.944, 1.733, -1.744], [-0.784, -2.001, 0.180], [-1.923, -1.274, -0.544], [-3.618, -2.284, -0.750], [-2.864, -3.877, -1.586], [-1.713, -3.840, -2.370], [-1.242, -4.990, -2.993], [-1.928, -6.187, -2.852], [-3.094, -6.228, -2.100], [-3.563, -5.078, -1.478], [-3.834, -2.882, 1.096], [-3.235, -4.012, 1.654], [-3.504, -4.373, 2.970], [-4.384, -3.618, 3.736], [-4.984, -2.492, 3.190], [-4.707, -2.126, 1.878], [0.820, -1.115, 0.240], [1.728, -2.079, 1.477], [2.188, -1.490, 2.651], [2.843, -2.254, 3.608], [3.032, -3.611, 3.400], [2.555, -4.212, 2.240], [1.904, -3.451, 1.282], [1.593, -1.426, -1.374], [0.946, -0.987, -2.531], [1.510, -1.215, -3.780], [2.739, -1.851, -3.880], [3.405, -2.251, -2.730], [2.837, -2.042, -1.482], [-0.558, -2.952, -0.302], [-1.058, -2.216, 1.214], [-1.647, -1.019, -1.567], [-2.182, -0.338, -0.041], [-1.173, -2.912, -2.518], [-0.339, -4.946, -3.590], [-1.563, -7.083, -3.337], [-3.646, -7.154, -2.003], [-4.480, -5.122, -0.901], [-2.566, -4.623, 1.060], [-3.038, -5.256, 3.390], [-4.611, -3.916, 4.753], [-5.677, -1.904, 3.779], [-5.204, -1.263, 1.448], [2.063, -0.430, 2.824], [3.217, -1.780, 4.507], [3.554, -4.205, 4.139], [2.696, -5.273, 2.079], [1.540, -3.930, 0.379], [-0.003, -0.471, -2.469], [0.991, -0.897, -4.676], [3.182, -2.026, -4.853], [4.375, -2.727, -2.801], [3.376, -2.339, -0.592], [5.837, 2.080, 0.760], [5.281, 0.866, 0.765], [5.964, 0.085, 1.603], [5.400, 0.352, -0.464], [3.815, 0.981, 1.228], [3.603, 1.288, 2.374], [2.942, 0.683, 0.296]], "forces_ev_per_angstrom": [[0.3, -0.3, -0.3], [0.1, 0.2, 0.0], [0.3, -0.1, -0.6], [-0.1, 0.6, 0.4], [-0.3, -0.3, 0.3], [0.1, 0.2, -0.2], [-0.1, -0.1, 0.1], [0.0, 0.1, 0.3], [0.0, 0.1, 0.0], [0.0, -0.1, -0.1], [-0.1, 0.1, 0.2], [0.0, 0.0, 0.0], [0.1, 0.2, -0.3], [-0.2, -0.3, 0.2], [0.0, 0.0, 0.0], [0.0, 0.0, 0.0], [0.0, 0.0, 0.0], [0.0, 0.0, 0.0], [-0.1, -0.1, 0.0], [0.0, 0.0, 0.0], [0.0, 0.0, 0.0], [0.0, 0.0, 0.1], [0.0, 0.0, 0.0], [0.2, -0.2, 0.0], [0.0, -0.1, -0.1], [0.0, 0.0, 0.1], [-0.4, 0.5, 0.2], [-0.1, 0.0, -0.2], [0.1, -0.1, 0.0], [0.0, 0.0, 0.1], [0.0, 0.1, 0.0], [0.1, 0.0, -0.1], [-0.1, 0.1, 0.0], [0.0, 0.0, -0.1], [0.0, 0.0, 0.0], [0.1, 0.0, 0.0], [0.0, 0.0, 0.0], [-0.1, 0.0, 0.0], [0.1, 0.0, 0.0], [0.0, 0.0, 0.0], [0.0, 0.0, 0.0], [0.0, 0.0, 0.0], [0.0, 0.1, 0.0], [0.0, 0.0, 0.0], [0.0, 0.0, 0.0], [0.0, 0.0, 0.0], [0.0, 0.0, 0.0], [0.0, 0.0, 0.0], [0.0, -0.1, 0.0], [0.0, 0.0, 0.0], [0.0, 0.0, 0.0], [0.0, 0.0, 0.0], [0.0, 0.0, 0.0], [0.0, 0.1, 0.0], [-0.2, 0.2, -0.2], [0.3, -0.1, 0.1], [0.1, 0.1, -0.1], [-0.1, -0.1, 0.0], [0.0, -0.1, -0.1], [0.0, 0.1, 0.0], [0.0, 0.0, 0.0], [0.0, 0.0, 0.0], [0.1, -0.1, 0.0], [0.0, -0.1, 0.0], [0.0, 0.1, 0.1], [0.0, 0.0, -0.1], [0.0, 0.0, 0.0], [0.1, 0.1, 0.0], [0.0, -0.1, 0.1], [-0.1, -0.3, 0.1], [0.0, 0.0, 0.0], [0.0, 0.0, 0.0], [0.0, 0.0, 0.0], [0.0, 0.0, 0.0], [0.0, 0.0, 0.0], [0.0, -0.1, 0.1], [0.0, 0.0, 0.0], [0.1, -0.1, -0.1], [0.0, 0.0, 0.1], [0.0, 0.0, 0.0], [0.0, 0.0, 0.0], [0.1, 0.1, 0.0], [-0.1, -0.1, 0.1], [0.0, 0.0, 0.0], [0.0, 0.1, 0.0], [0.0, 0.0, 0.0], [0.0, 0.0, 0.0], [0.0, 0.0, 0.0], [0.0, 0.0, 0.0], [0.0, 0.0, 0.0], [0.0, 0.0, 0.0], [0.0, 0.0, 0.0], [0.0, 0.0, 0.0], [0.0, 0.0, 0.0], [0.0, 0.0, 0.0], [0.0, 0.0, 0.0], [0.0, 0.0, 0.0], [0.0, 0.0, 0.0], [0.0, 0.0, 0.0], [0.0, 0.0, 0.0], [0.0, 0.0, 0.0], [0.0, 0.0, 0.0], [0.0, 0.0, 0.0], [0.0, 0.0, 0.0], [0.0, 0.0, 0.0], [0.0, 0.0, 0.0], [0.1, 0.0, 0.0], [0.0, 0.0, -0.1], [0.1, 0.0, 0.0], [0.0, 0.0, -0.1], [-0.4, -0.4, -0.6], [-0.2, 0.1, 0.2], [0.6, 0.2, 0.5]], "mulliken_spin": [3.47, 0.04, -0.01, 0.22, 0.08, 0.01, 0.01, -0.01, 0.00, 0.00, 0.01, 0.01, -0.05, 0.06, 0.00, 0.00, 0.00, 0.00, 0.00, 0.07, 0.02, -0.01, 0.03, 0.01, 0.01, -0.01, 0.35, -0.04, 0.02, 0.01, 0.01, 0.03, 0.12, -0.05, 0.01, 0.00, 0.00, 0.01, -0.01, 0.00, 0.00, 0.01, 0.00, 0.00, 0.00, 0.00, 0.00, 0.00, 0.01, 0.00, 0.00, 0.00, 0.00, -0.01, -0.05, 0.07, 0.00, 0.00, 0.00, 0.00, 0.00, 0.00, 0.00, 0.00, 0.00, 0.00, 0.00, 0.00, 0.00, 0.29, -0.06, 0.06, 0.00, 0.00, 0.00, 0.00, -0.03, 0.11, 0.00, 0.01, 0.00, 0.02, 0.00, 0.01, -0.01, 0.01, 0.00, 0.00, 0.00, 0.00, 0.00, 0.00, 0.00, 0.00, 0.00, 0.00, 0.00, 0.00, 0.00, 0.00, 0.00, -0.01, 0.00, 0.00, 0.00, 0.00, 0.00, 0.01, 0.00, 0.00, -0.02, 0.02, 0.14], "total_charge": 1, "spin_multiplicity": 6, "total_energy_ev": -158628.106, "de_lowest_kcal_mol": 8.81}

{"formula": "C56H45BrN2O4PdS2Te", "method": "the ωB97M-V functional and the def2-TZVPD basis", "symbols": ["Pd", "O", "C", "C", "C", "C", "C", "C", "C", "C", "C", "O", "C", "C", "C", "C", "C", "C", "C", "C", "C", "C", "C", "C", "N", "C", "C", "C", "C", "C", "C", "C", "C", "C", "C", "C", "C", "H", "H", "H", "H", "H", "H", "H", "H", "H", "H", "H", "H", "H", "H", "H", "H", "H", "H", "H", "H", "H", "H", "H", "H", "H", "H", "H", "N", "S", "C", "C", "C", "C", "C", "C", "C", "C", "C", "C", "C", "C", "H", "H", "H", "H", "H", "H", "H", "H", "H", "H", "H", "Te", "C", "C", "C", "C", "S", "H", "H", "H", "Br", "C", "C", "C", "C", "C", "C", "C", "O", "O", "H", "H", "H", "H"], "xyz": [[-0.204, -0.351, -0.424], [0.232, -2.273, 0.607], [-0.418, -3.423, 0.117], [-0.727, -3.256, -1.393], [0.446, -2.793, -2.205], [0.936, -3.515, -3.284], [2.032, -3.034, -3.975], [2.624, -1.853, -3.568], [2.074, -1.152, -2.506], [2.658, 0.153, -2.059], [3.051, 0.132, -0.562], [1.918, -0.174, 0.200], [3.645, 1.479, -0.142], [4.000, 1.644, 1.198], [4.508, 2.847, 1.657], [4.677, 3.915, 0.778], [4.338, 3.759, -0.556], [3.823, 2.546, -1.013], [4.088, -0.987, -0.383], [3.681, -2.223, 0.107], [4.585, -3.278, 0.187], [5.902, -3.103, -0.216], [6.315, -1.865, -0.699], [5.411, -0.813, -0.783], [1.002, -1.624, -1.871], [-1.777, -3.672, 0.812], [-2.591, -2.591, 1.144], [-3.795, -2.780, 1.809], [-4.213, -4.062, 2.145], [-3.429, -5.148, 1.789], [-2.221, -4.954, 1.126], [0.548, -4.572, 0.436], [1.060, -5.455, -0.504], [1.975, -6.440, -0.133], [2.388, -6.552, 1.183], [1.877, -5.673, 2.136], [0.970, -4.695, 1.762], [-1.494, -2.488, -1.464], [-1.146, -4.181, -1.790], [0.447, -4.433, -3.585], [2.427, -3.579, -4.824], [3.495, -1.459, -4.076], [1.928, 0.944, -2.246], [3.547, 0.350, -2.657], [3.877, 0.808, 1.879], [4.764, 2.959, 2.705], [5.075, 4.858, 1.134], [4.473, 4.581, -1.250], [3.558, 2.450, -2.060], [2.651, -2.347, 0.428], [4.250, -4.241, 0.560], [6.610, -3.922, -0.150], [7.343, -1.718, -1.010], [5.741, 0.154, -1.150], [-2.286, -1.592, 0.878], [-4.410, -1.925, 2.069], [-5.146, -4.212, 2.676], [-3.750, -6.154, 2.035], [-1.613, -5.812, 0.863], [0.753, -5.397, -1.538], [2.367, -7.115, -0.885], [3.107, -7.311, 1.469], [2.188, -5.752, 3.172], [0.583, -4.000, 2.500], [-1.750, 1.271, 1.269], [-2.028, 2.758, 0.797], [-3.488, 3.420, 1.595], [-3.752, 3.047, 2.903], [-4.806, 3.648, 3.580], [-5.574, 4.619, 2.952], [-5.292, 4.996, 1.643], [-4.241, 4.401, 0.959], [-2.621, 2.551, -0.915], [-3.276, 3.371, -3.261], [-3.503, 2.050, -3.931], [-4.135, 1.063, -3.301], [-4.562, 1.166, -1.906], [-3.918, 1.802, -0.924], [-2.571, 0.679, 1.140], [-3.133, 2.291, 3.378], [-5.020, 3.365, 4.604], [-6.397, 5.086, 3.481], [-5.886, 5.758, 1.155], [-4.013, 4.694, -0.061], [-2.981, 4.113, -4.001], [-3.142, 1.918, -4.945], [-4.334, 0.125, -3.812], [-5.464, 0.626, -1.631], [-4.394, 1.772, 0.050], [0.589, -0.346, 2.244], [0.540, 1.450, 3.336], [0.007, 1.612, 4.589], [-0.010, 2.967, 5.017], [0.507, 3.811, 4.078], [1.024, 2.965, 2.689], [-0.370, 0.783, 5.178], [-0.387, 3.295, 5.978], [0.624, 4.886, 4.138], [0.304, 6.668, -1.293], [-0.420, 4.923, -1.439], [0.415, 3.821, -1.035], [-0.018, 2.569, -1.194], [-1.364, 2.169, -1.709], [-2.232, 3.395, -2.135], [-1.608, 4.731, -2.005], [-1.286, 0.707, -2.230], [-0.540, 0.482, -3.180], [-1.972, -0.181, -1.550], [1.415, 4.011, -0.667], [0.700, 1.799, -0.961], [-4.222, 3.698, -2.817], [-2.142, 5.565, -2.446]], "forces_ev_per_angstrom": [[1.8, -1.1, 0.2], [-0.9, -0.1, -0.2], [0.0, 0.0, 0.2], [0.2, 0.0, 0.1], [0.1, 0.0, -0.1], [0.0, 0.0, 0.0], [0.0, 0.0, 0.0], [0.1, 0.0, 0.0], [0.0, 0.0, -0.1], [-0.1, -0.1, 0.1], [0.0, -0.1, -0.2], [-0.2, 0.5, 0.4], [-0.2, 0.0, 0.1], [0.1, 0.0, 0.0], [0.0, 0.0, 0.0], [0.0, 0.0, 0.0], [0.0, 0.0, 0.0], [0.0, 0.1, 0.0], [0.0, 0.0, 0.0], [0.0, -0.1, 0.1], [0.0, 0.0, 0.0], [0.0, 0.1, 0.0], [-0.1, 0.0, 0.0], [0.0, -0.1, 0.0], [-0.7, 0.2, 0.0], [0.2, 0.1, 0.1], [-0.1, -0.2, 0.1], [0.0, 0.0, 0.0], [0.0, 0.0, 0.0], [0.1, 0.0, -0.1], [0.0, 0.1, 0.0], [0.1, 0.1, 0.0], [0.0, -0.1, 0.1], [0.0, 0.0, 0.0], [0.0, 0.0, 0.0], [0.0, 0.0, 0.0], [0.1, 0.0, 0.0], [-0.2, 0.1, -0.1], [0.0, 0.0, -0.1], [0.0, 0.0, 0.0], [0.0, 0.0, 0.0], [0.0, 0.0, 0.0], [0.1, 0.0, -0.1], [0.0, 0.1, -0.1], [0.0, 0.0, 0.0], [0.0, 0.0, -0.1], [0.0, 0.0, 0.0], [0.0, 0.0, 0.0], [0.0, 0.1, 0.1], [0.1, 0.0, -0.1], [0.0, 0.1, 0.0], [0.0, 0.0, 0.0], [0.0, 0.0, 0.0], [0.0, 0.0, 0.0], [0.1, 0.2, 0.0], [0.0, 0.0, 0.0], [0.0, 0.0, 0.0], [0.0, 0.0, 0.0], [0.0, 0.0, 0.0], [0.0, 0.0, 0.0], [0.0, 0.0, 0.0], [-0.1, 0.0, 0.0], [0.0, 0.0, -0.1], [0.0, -0.1, 0.0], [0.1, -0.3, 0.2], [-0.1, 0.4, -0.5], [0.1, 0.0, 0.1], [0.0, -0.1, 0.0], [0.0, 0.0, 0.0], [0.0, 0.0, 0.0], [0.1, 0.0, 0.0], [0.0, 0.1, 0.0], [0.2, -0.1, 0.3], [0.1, -0.1, 0.0], [0.1, 0.0, 0.1], [0.1, -0.1, 0.1], [0.0, 0.0, -0.1], [0.2, 0.0, -0.1], [-0.1, 0.0, -0.1], [0.0, 0.1, 0.0], [0.0, 0.0, -0.1], [0.1, 0.0, 0.0], [0.0, 0.0, 0.0], [0.0, 0.0, 0.1], [0.0, 0.0, 0.0], [0.0, 0.0, 0.1], [0.0, 0.1, 0.0], [0.0, 0.1, 0.0], [0.0, -0.1, 0.0], [0.3, 0.1, 1.2], [0.1, 0.1, -0.2], [0.0, -0.1, 0.1], [0.0, 0.0, 0.1], [0.0, 0.1, 0.0], [0.0, 0.0, 0.0], [0.0, 0.1, 0.0], [0.0, 0.0, -0.1], [0.0, -0.1, 0.0], [0.0, 0.0, 0.0], [0.2, 0.1, 0.0], [0.0, 0.1, 0.0], [-0.3, 0.1, -0.1], [-0.3, -0.2, 0.1], [0.1, -0.1, 0.0], [-0.3, -0.1, 0.0], [-1.0, 0.1, -1.0], [-0.2, 0.2, 0.2], [0.5, 0.6, -0.6], [0.0, 0.0, 0.0], [0.0, -0.3, 0.0], [0.0, 0.1, 0.0], [0.0, 0.0, 0.1]], "mulliken_spin": [1.11, 0.47, -0.10, 0.01, 0.01, 0.01, -0.01, 0.01, -0.01, 0.05, -0.07, 0.41, 0.00, 0.04, 0.01, 0.00, 0.00, 0.00, 0.00, 0.01, 0.00, 0.00, 0.00, 0.00, 0.18, 0.01, -0.05, -0.01, 0.00, 0.00, 0.00, 0.03, 0.01, 0.00, 0.00, 0.00, 0.00, -0.01, 0.00, 0.00, 0.00, 0.00, 0.00, 0.00, -0.01, 0.00, 0.00, 0.00, 0.00, -0.01, 0.00, 0.00, 0.00, 0.00, 0.08, 0.00, 0.00, 0.00, 0.00, 0.00, 0.00, 0.00, 0.00, 0.01, 0.16, 0.02, 0.01, 0.01, 0.00, 0.00, 0.00, 0.00, 0.00, 0.00, 0.00, 0.00, 0.00, 0.00, -0.02, 0.00, 0.00, 0.00, 0.00, 0.00, 0.00, 0.00, 0.00, 0.00, 0.00, 1.47, -0.07, 0.06, -0.02, 0.06, 0.01, -0.01, 0.00, 0.00, 0.00, 0.00, 0.01, -0.01, 0.00, 0.01, 0.00, -0.02, 0.09, 0.07, 0.00, -0.02, 0.00, 0.00], "total_charge": 0, "spin_multiplicity": 5, "total_energy_ev": -172451.784, "de_lowest_kcal_mol": 93.84}